A 2-piece molecular cluster, C4H11NO3 overall in a non-equilibrium geometry, computed with ωB97M-V with the def2-TZVPD basis set.

HOMO-LUMO gap: 9.82 eV
energy relative to the best compared isomer or geometry (same formula, charge and spin): 170.2 kJ/mol
lowest unoccupied orbital energy: 0.452 eV
multiplicity: 1

CARTESIAN COORDINATES (ANGSTROEM)
H: -1.9352 -0.5235 0.8376
O: -1.9788 0.0041 2.0664
O: -1.8396 -0.9212 -0.1322
H: -1.0776 0.3834 1.9985
H: -1.8332 -0.7876 2.6145
C: -0.7202 -1.4907 -0.5411
O: -0.5335 -2.6356 -0.8158
C: 0.3872 -0.3730 -0.5766
H: 1.3318 -0.9032 -0.4471
N: 0.2099 0.6180 0.4834
H: -0.3360 1.4207 0.1783
C: 1.5507 1.0798 0.8932
H: 2.2050 1.3594 0.0543
H: 1.5097 2.0656 1.3625
H: 2.0086 0.2743 1.4429
C: 0.3540 0.0694 -2.0435
H: -0.6738 0.3779 -2.2461
H: 1.0051 0.8210 -2.4809
H: 0.3659 -0.8389 -2.6483



C3H4ClErPS as an isolated structure in a non-equilibrium geometry, computed with ωB97M-V with the def2-TZVPD basis set.

<S²>: 3.7766
HOMO-LUMO gap (spin up / spin down): 8.34 / 5.18 eV
lowest unoccupied orbital energy (spin up / spin down): -12.953 / -15.077 eV
multiplicity: 4
net charge: +3

CARTESIAN COORDINATES (ANGSTROEM)
C: -1.0238 1.2522 -2.0625
C: -0.0483 0.3473 -1.5458
C: 0.8873 -0.8491 -0.8447
P: 0.1119 -1.2249 0.8659
S: 0.2992 0.6132 1.9820
Cl: -1.9731 -1.4888 0.5548
H: -1.9231 2.0368 -2.0420
H: 0.9559 -1.7661 -1.5692
H: 1.9818 -0.4094 -0.6974
H: 1.1007 1.5043 1.1990
Er: -0.3685 -0.0157 4.1598



C2H6N2O as an isolated structure in a non-equilibrium geometry, computed with ωB97M-V with the def2-TZVPD basis set.

HOMO-LUMO gap: 9.23 eV
energy relative to the best compared isomer or geometry (same formula, charge and spin): 239.3 kJ/mol
lowest unoccupied orbital energy: 0.755 eV
multiplicity: 1

CARTESIAN COORDINATES (ANGSTROEM)
C: -0.8240 -0.2758 -0.7369
C: 0.5909 -0.5413 -0.3146
N: 1.1499 0.6369 0.3893
N: -1.2884 0.2347 0.5694
O: 1.1414 -1.6192 -0.1742
H: 2.0020 0.4113 0.8917
H: 1.2270 1.5032 -0.1332
H: -1.5529 -0.5679 1.1401
H: -0.2543 0.9141 0.9270
H: -0.8822 0.5049 -1.5034
H: -1.3094 -1.2008 -1.0551



An isolated molecule of C3H5IO3 in a non-equilibrium geometry, computed with ωB97M-V with the def2-TZVPD basis set.

HOMO-LUMO gap: 9.77 eV
energy relative to the best compared isomer or geometry (same formula, charge and spin): 118.0 kJ/mol
lowest unoccupied orbital energy: 0.109 eV
multiplicity: 1

CARTESIAN COORDINATES (ANGSTROEM)
C: 0.0312 0.5072 -0.4141
C: 0.8587 -0.8201 0.3446
C: -1.1687 1.1195 0.1151
O: 1.0036 1.4252 -0.6765
O: 0.4108 -2.0373 -0.2023
O: -1.3332 2.1562 0.6263
I: -2.7064 -0.4623 -0.0192
H: -0.2228 -0.0295 -1.3608
H: 1.9476 -0.6333 0.1821
H: 0.7878 -0.7230 1.4791
H: -0.1958 -2.7559 0.2708
H: 0.5873 2.2534 -0.3452



A 2-piece molecular cluster, C2H6O2Se overall in a non-equilibrium geometry, computed with ωB97M-V with the def2-TZVPD basis set.

HOMO-LUMO gap (spin up / spin down): 9.26 / 5.91 eV
energy relative to the best compared isomer or geometry (same formula, charge and spin): 249.4 kJ/mol
lowest unoccupied orbital energy (spin up / spin down): 0.378 / -1.988 eV
multiplicity: 1

CARTESIAN COORDINATES (ANGSTROEM)
C: 1.8062 1.3183 0.0910
C: -1.1126 -0.8070 -0.0664
O: 2.2633 0.0145 -0.0299
O: -2.1875 -1.5374 0.1983
Se: -1.5739 1.1722 -0.0986
H: 1.7921 2.0659 -0.6684
H: 1.1099 1.4651 0.8207
H: -0.7347 -0.9953 -1.1116
H: -0.3453 -0.9016 0.6054
H: 1.8750 -0.6119 0.6111
H: -2.8924 -1.1828 -0.3517



C3H3KO4 as an isolated structure in a non-equilibrium geometry, computed with ωB97M-V with the def2-TZVPD basis set.

HOMO-LUMO gap: 7.89 eV
energy relative to the best compared isomer or geometry (same formula, charge and spin): 0.0 kJ/mol
lowest unoccupied orbital energy: -0.674 eV
multiplicity: 1

CARTESIAN COORDINATES (ANGSTROEM)
H: -3.6272 1.4902 0.1524
O: -2.5075 -1.1397 -0.9384
C: -2.6847 0.9725 0.3261
C: -2.4519 -0.1624 -0.3128
H: -2.0342 1.2471 1.1566
O: 1.9477 1.0604 -0.4571
C: 2.2712 -0.2151 -0.2147
O: 1.3938 -1.0171 0.2102
O: 3.4636 -0.5525 -0.4038
K: 3.2116 -2.8927 0.6814
H: 1.0175 1.2093 -0.2000



A 10-piece molecular cluster, C5H31N2O9 overall in a non-equilibrium geometry, computed with ωB97M-V with the def2-TZVPD basis set.

HOMO-LUMO gap: 10.24 eV
energy relative to the best compared isomer or geometry (same formula, charge and spin): 641.0 kJ/mol
lowest unoccupied orbital energy: -2.457 eV
multiplicity: 1
net charge: +1

CARTESIAN COORDINATES (ANGSTROEM)
C: -0.4027 -2.1243 -2.4492
C: 0.0086 -1.4777 -1.0979
C: 1.1781 -2.1918 -0.5030
C: 1.0696 -2.4487 1.0495
C: 0.4478 -1.5071 3.1142
N: 0.5805 -1.4702 1.8356
N: 0.2860 0.1164 -1.2265
H: -1.5506 -2.0735 -2.4736
H: -0.0125 -3.0564 -2.7938
H: -0.1678 -1.4887 -3.4065
H: -0.8873 -1.5556 -0.4901
H: 1.5865 -2.9811 -1.1618
H: 1.9050 -1.4523 -0.5111
H: 0.4674 -3.4108 1.1220
H: 2.1963 -2.6872 1.4656
H: -0.0611 -0.6181 3.6857
H: 0.6817 -2.3441 3.8106
H: -0.5997 0.7314 -1.3765
H: 1.0600 0.0786 -1.8478
H: 0.7705 0.4366 -0.3840
H: 1.5007 2.1341 -1.6227
H: 2.6423 3.2178 -1.7517
O: 2.3833 2.2785 -2.1240
H: -2.9570 1.0269 -1.1163
H: -3.2426 -0.0820 -0.1963
O: -2.8169 -0.0556 -1.1132
H: -1.8597 2.0779 -3.7406
H: -0.5261 1.4837 -3.5096
O: -1.4512 1.4156 -3.1730
H: -3.3732 -0.9592 2.1416
H: -3.7996 -2.3559 1.7837
O: -3.9893 -1.5139 1.7743
H: 2.6898 -0.9841 -3.2267
H: 3.7321 0.1991 -2.8340
O: 2.9094 -0.2410 -2.5045
H: -1.2808 0.2622 4.3074
H: -2.2761 1.2790 4.6651
O: -2.2683 0.3588 4.2867
H: 3.9958 3.9788 0.7942
H: 3.6114 2.5038 1.2351
O: 3.2867 3.3378 0.8400
H: -0.2831 1.8128 1.0579
H: 0.7635 2.6978 0.1675
O: -0.0557 2.1236 0.1371
H: -2.1763 1.1473 2.9720
H: -1.9319 2.6916 2.2283
O: -1.7833 1.6890 2.1605



A 2-piece molecular cluster, Br2ClHNP overall in a non-equilibrium geometry, computed with ωB97M-V with the def2-TZVPD basis set.

HOMO-LUMO gap (spin up / spin down): 7.30 / 6.35 eV
energy relative to the best compared isomer or geometry (same formula, charge and spin): 112.5 kJ/mol
lowest unoccupied orbital energy (spin up / spin down): -3.127 / -3.430 eV
multiplicity: 1

CARTESIAN COORDINATES (ANGSTROEM)
N: 1.3070 0.2191 -0.3915
P: -0.0517 -0.3404 -0.0347
Cl: -0.6848 -1.4460 -1.6038
Br: -1.7216 2.2892 0.1442
Br: -0.5258 -1.7292 1.7664
H: 1.6771 1.0073 0.1193